{
  "formula": "H12NaO6",
  "method": "the ωB97M-V functional and the def2-TZVPD basis",
  "elements": ["Na", "O", "H", "H", "O", "H", "H", "O", "H", "H", "O", "H", "H", "O", "H", "H", "O", "H", "H"],
  "positions_angstrom": [[-0.391, 0.320, -0.079], [2.096, -0.348, -0.173], [2.610, 0.184, 0.434], [2.508, -1.212, -0.143], [-0.869, 2.479, 1.424], [-0.310, 2.825, 2.120], [-1.028, 3.227, 0.850], [0.252, -0.732, 2.214], [0.799, -1.319, 2.737], [-0.380, -0.375, 2.838], [1.906, 0.367, -2.874], [0.988, 0.581, -2.705], [2.234, 0.041, -2.036], [-2.326, -1.233, 0.555], [-2.627, -0.692, 1.285], [-1.995, -2.031, 0.967], [-0.913, -0.465, -2.269], [-0.686, -1.174, -2.871], [-1.870, -0.444, -2.274]],
  "atomic_forces_ev_per_a": [[0.218, -0.375, 0.260], [-0.360, 0.119, 0.027], [0.242, 0.257, 0.199], [0.069, -0.407, -0.020], [0.029, -0.666, -0.386], [0.187, 0.077, 0.280], [-0.171, 0.349, -0.139], [-0.198, 0.237, -0.379], [0.249, -0.212, 0.095], [-0.157, 0.122, 0.330], [0.081, 0.085, -0.465], [-0.238, 0.047, -0.148], [0.117, 0.008, 0.243], [0.292, 0.532, -0.393], [-0.406, 0.070, 0.276], [0.118, -0.350, 0.079], [0.049, 0.348, 0.452], [0.311, -0.216, -0.227], [-0.432, -0.025, -0.082]],
  "nbo_charge": [0.955, -0.975, 0.495, 0.499, -0.976, 0.494, 0.491, -0.971, 0.496, 0.481, -0.945, 0.459, 0.475, -0.959, 0.478, 0.492, -0.993, 0.509, 0.494],
  "e_lumo_ev": -3.53,
  "orbital_gap_ev": 10.362,
  "spin_multiplicity": 1,
  "de_lowest_kj_mol": 71.7,
  "charge": 1
}